This record from the OMol25 dataset describes a molecular structure, C52H59AsF3InN2O5S3SbSe. The level of theory is ωB97M-V/def2-TZVPD.

```
! RIJCOSX wB97M-V def2-TZVPD def2/J DEFGRID3
* xyz -2 2
In 0.73765 -1.73445 1.27079
C -1.14119 0.12068 -6.33712
C -0.32509 1.00867 -5.38737
C 0.95955 1.45276 -6.10018
C -1.15122 2.25517 -5.07548
C 0.02222 0.22273 -4.12518
C -0.37370 0.59239 -2.85733
C -0.04419 -0.17517 -1.73945
Se -0.62108 0.40971 -0.01745
C -2.36618 -0.48892 0.00714
C -3.19122 -0.13810 -1.13881
C -4.22223 -0.93503 -1.51693
C -4.42469 -2.17660 -0.84580
C -3.49303 -2.71588 0.01869
C -2.31638 -1.96341 0.29292
O -1.26111 -2.49601 0.75170
C -3.70989 -4.14299 0.54646
C -2.84891 -4.51588 1.76108
C -5.17571 -4.30237 0.98281
C -3.41675 -5.14199 -0.58074
C -5.16863 -0.55591 -2.65510
C -5.14671 -1.64811 -3.73214
C -6.59139 -0.41357 -2.09809
C -4.77903 0.76480 -3.31574
C 0.73892 -1.34855 -1.83620
O 1.09647 -2.07043 -0.82239
C 1.16742 -1.72878 -3.15402
C 0.79508 -0.94555 -4.22579
C 2.03541 -2.97921 -3.32800
C 1.28565 -4.22456 -2.82880
C 2.39530 -3.22200 -4.79516
C 3.35031 -2.81543 -2.54857
H -1.39236 0.66217 -7.25486
H -2.06994 -0.19841 -5.85903
H -0.58835 -0.77769 -6.61583
H 0.72197 2.06007 -6.97929
H 1.54831 0.59614 -6.43293
H 1.58598 2.04405 -5.42969
H -1.40489 2.76989 -6.00618
H -0.60254 2.95526 -4.44219
H -2.08307 2.00459 -4.56682
H -0.95767 1.48988 -2.70006
H -2.97041 0.78702 -1.64323
H -5.29676 -2.76378 -1.10241
H -2.95453 -3.78911 2.56870
H -1.79006 -4.57695 1.53182
H -3.18804 -5.48902 2.13115
H -5.43580 -3.56036 1.74005
H -5.32011 -5.29719 1.41263
H -5.87594 -4.19595 0.15274
H -2.37598 -5.05803 -0.89939
H -4.05341 -4.95426 -1.44898
H -3.58843 -6.16803 -0.24009
H -5.44625 -2.61656 -3.32950
H -4.14002 -1.75705 -4.14104
H -5.82825 -1.39372 -4.55007
H -6.94593 -1.34772 -1.65988
H -7.28280 -0.12773 -2.89722
H -6.62453 0.35206 -1.32060
H -3.78732 0.70190 -3.76811
H -4.77359 1.59123 -2.60307
H -5.49599 1.00271 -4.10660
H 1.12206 -1.24687 -5.21301
H 0.36939 -4.37180 -3.40790
H 1.02018 -4.13733 -1.77857
H 1.91683 -5.10878 -2.96104
H 1.50685 -3.36156 -5.41618
H 2.99624 -4.13220 -4.86469
H 2.98320 -2.40234 -5.21651
H 3.16340 -2.70337 -1.48352
H 3.89533 -1.93562 -2.90258
H 3.98455 -3.69421 -2.70104
S 3.68818 -2.65503 5.06114
Sb 1.44748 -2.82506 4.46602
S 0.80391 -0.59870 3.46774
S 1.53759 -3.84840 2.21984
O 1.79415 1.98199 1.64261
As 1.54497 2.52249 3.18283
C -0.24947 2.59953 3.86654
C -1.22874 3.16792 3.06242
C -2.51751 3.32449 3.55580
C -2.82362 2.90370 4.84117
C -1.84504 2.31297 5.63150
C -0.55728 2.15451 5.14485
C 2.02393 4.42798 3.08040
C 1.16843 5.49757 3.29417
C 1.60714 6.80628 3.10190
C 2.90630 7.05007 2.69145
C 3.77239 5.98172 2.47719
C 3.33370 4.68305 2.66788
C 2.76640 2.08204 4.60798
C 2.81825 2.92254 5.71762
C 3.73744 2.67027 6.72284
C 4.60462 1.58720 6.61423
C 4.54194 0.75192 5.51146
C 3.61259 0.99310 4.50661
H -1.00043 3.46841 2.04530
H -3.28719 3.73992 2.91895
H -3.83420 3.00745 5.21604
H -2.09184 1.94943 6.62118
H 0.19760 1.65476 5.73941
H 0.15175 5.32496 3.63031
H 0.92536 7.63059 3.27403
H 3.24654 8.06695 2.53623
H 4.79229 6.16201 2.15950
H 4.01737 3.85896 2.49375
H 2.16528 3.78604 5.78889
H 3.77786 3.31735 7.59111
H 5.31148 1.37820 7.40795
H 5.16381 -0.12994 5.44779
H 3.51170 0.30369 3.68066
O -3.68349 1.86334 0.55038
N -3.79689 1.07576 1.44761
O -2.95055 0.04300 1.42662
F 7.83073 0.18159 1.69062
C 6.87134 0.95222 1.14829
F 7.32613 1.34874 -0.06038
F 6.79209 2.06795 1.90709
C 5.54262 0.25385 1.05295
C 4.55932 0.79091 0.23731
C 3.32294 0.17391 0.22151
N 3.05070 -0.90941 0.94540
C 4.00095 -1.42626 1.72346
C 5.27120 -0.87258 1.80582
H 4.73048 1.68055 -0.35222
H 2.51842 0.56698 -0.38648
H 3.72329 -2.29006 2.31723
H 5.99862 -1.31275 2.47283
*
```

As for the expectation value of S²: 0.77. The HOMO-LUMO gap (spin up / spin down) is 5.5 / 5.5 eV. For the HOMO energy (spin up / spin down), the calculation gives -1.77 / -1.77 eV. The calculation puts the total energy at -9064.4847 Eh.

Mulliken population analysis, charges in e, atoms 1 to 8: atom 1 (In): 1.94, atom 2 (C): -1.45, atom 3 (C): 2.26, atom 4 (C): -1.81, atom 5 (C): -1.97, atom 6 (C): -0.38, atom 7 (C): -0.59, atom 8 (C): 0.50

---

This record from the OMol25 dataset describes 2 unconnected molecules or ions with the total composition C6H6ClFN3 in a non-equilibrium geometry. The level of theory is ωB97M-V/def2-TZVPD.

```
! RIJCOSX wB97M-V def2-TZVPD def2/J DEFGRID3
* xyz 1 1
C -2.20511 0.77769 0.09986
C -1.44143 0.13948 -0.87757
C -0.34190 0.25265 1.57342
C -1.60890 0.78268 1.38662
C -0.26194 -0.55911 -0.51903
C 3.09558 0.08633 0.51118
N 2.76986 -0.24158 -0.54036
N 0.31134 -0.48407 0.62523
N 0.59425 -1.17214 -1.56840
F -2.22497 1.48526 2.32154
Cl 3.53731 0.80129 1.86450
H -3.17222 1.34512 -0.02981
H -1.66541 0.13647 -1.96518
H 0.04528 0.47019 2.53882
H 1.55968 -0.59016 -1.42260
H 0.56413 -2.15983 -1.44451
H 0.44445 -1.07027 -2.55371
*
```

The HOMO-LUMO gap is 10.4 eV. For the HOMO energy, the calculation gives -13.77 eV. The calculation puts the total energy at -956.2567 Eh.

Mulliken population analysis, charges in e, atoms 1 to 8: atom 1 (C): -0.35, atom 2 (C): -0.47, atom 3 (C): -0.33, atom 4 (C): 0.34, atom 5 (C): 0.44, atom 6 (C): 0.51, atom 7 (N): -0.49, atom 8 (N): -0.47

---

This record from the OMol25 dataset describes a molecular structure, C18H20N3O4S4Yb in a non-equilibrium geometry. The level of theory is ωB97M-V/def2-TZVPD.

```
! RIJCOSX wB97M-V def2-TZVPD def2/J DEFGRID3
* xyz -2 2
Yb 0.41453 1.79836 0.31572
C 3.58102 4.56881 -0.40101
C 2.40877 4.08735 -1.11721
S 0.88440 4.71931 -0.91935
C 2.21017 3.04968 -2.08020
C 3.18543 2.11333 -2.55203
S 0.59291 3.11328 -2.47793
H 4.06641 5.39529 -0.92342
H 4.15254 3.67736 -0.18078
H 3.10517 5.02739 0.52217
H 3.82358 2.43935 -3.40212
H 2.65946 1.15978 -2.81510
H 3.84372 1.82825 -1.67793
C -2.25399 -5.93450 0.35436
C -1.42920 -4.74303 0.11687
C -1.81940 -3.50366 0.67769
C -0.98808 -2.38975 0.55299
C 0.17936 -2.45031 -0.26208
C 0.58345 -3.65235 -0.81912
C -0.25387 -4.81710 -0.68355
S 1.27136 -1.05363 -0.38971
O 2.43640 -1.69163 -1.01023
O 0.41333 -0.07968 -1.16188
N 1.46608 -0.37930 0.95988
C 2.74708 -0.19372 1.72339
C 3.16096 1.30098 1.49840
O 4.33607 1.55212 1.27325
O 2.20927 2.16222 1.42878
H -2.33248 -6.56537 -0.49330
H -3.24584 -5.55253 0.64934
H -1.82454 -6.59758 1.11695
H -2.82957 -3.44804 1.15039
H -1.17865 -1.48319 0.97109
H 1.57574 -3.77427 -1.32255
H -0.00063 -5.71220 -1.23562
H 3.54877 -0.86994 1.41513
H 2.48771 -0.40686 2.79154
C -3.27809 1.56546 -1.33212
C -3.17969 1.44137 0.14550
C -4.34504 1.22472 0.83400
C -4.25176 0.95374 2.15674
N -3.10924 0.94692 2.86180
C -2.02179 1.36148 2.14283
S -0.56612 1.64342 3.00598
N -2.00099 1.26960 0.78197
H -2.84548 2.48946 -1.75547
H -4.34709 1.54291 -1.62424
H -2.78214 0.74197 -1.87094
H -5.33368 1.40829 0.29341
H -5.12634 0.71643 2.76771
*
```

As for the expectation value of S²: 0.76. The HOMO-LUMO gap (spin up / spin down) is 3.8 / 4.3 eV. For the HOMO energy (spin up / spin down), the calculation gives 0.46 / -0.03 eV. The calculation puts the total energy at -3914.6571 Eh.

Mulliken population analysis, charges in e, atoms 1 to 8: atom 1 (Yb): 0.78, atom 2 (C): -1.06, atom 3 (C): 0.50, atom 4 (S): -0.54, atom 5 (C): 0.44, atom 6 (C): -1.07, atom 7 (S): -0.49, atom 8 (H): 0.29

---

This record from the OMol25 dataset describes 2 unconnected molecules or ions with the total composition C5H14NO2 in a non-equilibrium geometry. The level of theory is ωB97M-V/def2-TZVPD.

```
! RIJCOSX wB97M-V def2-TZVPD def2/J DEFGRID3
* xyz -1 1
C 1.20448 -0.29599 -2.48018
C -0.08649 0.42075 -2.10832
N -0.89677 -0.23670 -1.06582
C 0.44310 1.22622 0.51575
C -0.62988 0.19411 0.37554
C -0.15418 -1.09342 1.08357
O 0.47158 -0.84579 2.32795
H 1.41028 -1.01595 -1.68230
H 2.02120 0.38106 -2.23076
H 1.20510 -0.80876 -3.42405
H -0.69833 0.32096 -3.01943
H 0.00054 1.45872 -1.78124
H -0.81541 -1.24524 -1.00722
H 0.07226 2.27838 0.36783
H 0.74074 1.24698 1.56837
H 1.40026 0.99547 0.05005
H -1.59168 0.49426 0.80727
H -0.98041 -1.79687 1.24053
H 0.61076 -1.67597 0.57505
H -0.75646 -0.64128 3.06224
H -1.27530 0.74797 3.49512
O -1.69540 -0.10891 3.33007
*
```

The HOMO-LUMO gap is 7.1 eV. For the HOMO energy, the calculation gives -3.35 eV. The calculation puts the total energy at -404.1016 Eh.

Mulliken population analysis, charges in e, atoms 1 to 8: atom 1 (C): -0.99, atom 2 (C): -0.46, atom 3 (N): -0.47, atom 4 (C): -1.49, atom 5 (C): 0.68, atom 6 (C): -1.03, atom 7 (O): -0.94, atom 8 (H): 0.26

---

This record from the OMol25 dataset describes a single C2H7N2 molecule. The level of theory is ωB97M-V/def2-TZVPD.

```
! RIJCOSX wB97M-V def2-TZVPD def2/J DEFGRID3
* xyz 0 2
C 0.53582 -0.19835 0.11826
C -0.58163 0.57134 -0.19525
N -0.45681 1.94562 -0.43335
N 0.38959 -1.63133 0.27005
H 1.46283 0.18961 0.49915
H -1.52424 0.14620 -0.51862
H -1.25206 2.54396 -0.35399
H 0.41927 2.42779 -0.28068
H -0.25205 -1.87418 1.04829
H 1.29976 -2.04614 0.43572
H -0.04046 -2.07452 -0.58958
*
```

As for the expectation value of S²: 0.76. The HOMO-LUMO gap (spin up / spin down) is 3.7 / 7.4 eV. For the HOMO energy (spin up / spin down), the calculation gives -3.09 / -6.90 eV. The calculation puts the total energy at -189.7466 Eh.

Mulliken population analysis, charges in e, atoms 1 to 8: atom 1 (C): -0.69, atom 2 (C): -0.29, atom 3 (N): -0.42, atom 4 (N): -0.34, atom 5 (H): 0.21, atom 6 (H): 0.23, atom 7 (H): 0.17, atom 8 (H): 0.17

---

This record from the OMol25 dataset describes a single C4H8N2OS molecule in a non-equilibrium geometry. The level of theory is ωB97M-V/def2-TZVPD.

```
! RIJCOSX wB97M-V def2-TZVPD def2/J DEFGRID3
* xyz 0 1
C -1.16135 -0.53858 0.98821
C -0.62702 -1.10124 -0.41103
C 0.90623 -1.49006 -0.47390
C 1.06225 0.75030 -0.30259
H -1.71016 -1.35242 1.44655
H -0.23127 -0.48583 1.64538
H -2.05084 0.28116 0.97003
H -1.28796 -1.42412 -1.24670
H 1.35461 -1.41016 0.67712
H 1.45867 -2.32271 -1.18579
H 0.95820 2.73598 0.39022
H -1.17326 2.06534 -1.25238
N 0.43106 -0.16751 -1.02811
N 0.40117 1.89106 -0.10823
O -1.02116 2.09399 -0.31793
S 2.69081 0.47478 0.20915
*
```

Its SMILES is C[C@@H]1CN1C(=S)NO. The HOMO-LUMO gap is 8.6 eV. For the HOMO energy, the calculation gives -8.00 eV. The calculation puts the total energy at -739.9610 Eh.

Mulliken population analysis, charges in e, atoms 1 to 8: atom 1 (C): -1.04, atom 2 (C): 0.27, atom 3 (C): -0.65, atom 4 (C): 0.26, atom 5 (H): 0.41, atom 6 (H): 0.28, atom 7 (H): 0.21, atom 8 (H): 0.33